The following is a DFT calculation (the ωB97M-V functional and the def2-TZVPD basis) of a molecular structure, C26H72F6NO30S2V in a non-equilibrium geometry.

E	-5685.1042	hartree

Cartesian coordinates (Å):
O -0.685 0.179 1.093
V -0.020 0.704 -0.265
O -0.389 -0.370 -1.402
C 3.719 3.156 -0.093
F 2.785 4.087 0.126
F 4.658 3.697 -0.873
F 4.295 2.798 1.035
S 2.878 1.649 -1.109
O 1.775 2.270 -1.912
O 3.946 1.094 -1.986
N 2.071 0.583 0.038
S 3.210 -0.462 0.335
O 3.107 -1.621 -0.522
O 4.564 0.023 0.516
C 2.656 -1.067 2.093
F 3.652 -1.751 2.697
F 2.430 0.022 2.871
F 1.578 -1.818 2.001
C 2.792 -0.349 6.479
C 3.792 0.063 7.600
O 3.109 0.131 8.851
O 1.979 0.732 6.144
H 2.205 -1.144 6.941
H 3.291 -0.842 5.644
H 4.344 0.987 7.425
H 4.642 -0.618 7.641
H 3.702 0.274 9.592
H 1.383 0.355 5.492
C 0.162 3.285 5.011
C 0.274 4.350 3.913
O 1.321 3.964 3.079
O 1.105 3.325 6.059
H 0.205 2.257 4.650
H -0.850 3.428 5.390
H 0.359 5.323 4.397
H -0.645 4.449 3.334
H 2.041 3.781 3.687
H 1.508 2.457 6.132
C -3.785 1.328 1.838
C -4.438 2.622 1.345
O -5.715 2.230 0.891
O -4.306 1.012 3.109
H -2.711 1.475 1.950
H -3.864 0.423 1.235
H -3.894 3.162 0.569
H -4.440 3.358 2.149
H -5.935 1.492 1.463
H -3.789 0.302 3.496
C -2.096 -3.123 0.858
C -1.725 -4.130 1.975
O -2.404 -5.320 1.603
O -1.118 -3.258 -0.161
H -2.033 -2.089 1.198
H -3.083 -3.358 0.461
H -2.014 -3.722 2.943
H -0.661 -4.367 1.950
H -2.258 -5.477 0.668
H -1.505 -3.991 -0.645
C -0.754 3.697 0.614
C -1.231 3.549 -0.856
O -1.509 2.186 -1.040
O 0.362 2.891 0.798
H -1.555 3.388 1.286
H -0.395 4.726 0.648
H -0.458 3.911 -1.534
H -2.103 4.204 -0.853
H -1.813 2.066 -1.943
H 0.786 3.334 1.536
C -2.551 -1.777 -3.330
C -3.952 -2.118 -2.716
O -4.279 -3.431 -3.145
O -2.682 -1.659 -4.746
H -1.737 -2.417 -2.991
H -2.263 -0.810 -2.917
H -4.696 -1.391 -3.042
H -4.017 -2.026 -1.632
H -5.070 -3.723 -2.686
H -3.013 -2.486 -5.105
C 2.414 4.879 -4.859
C 2.112 3.528 -5.426
O 1.071 3.011 -4.583
O 2.944 4.712 -3.557
H 1.499 5.468 -4.791
H 3.171 5.440 -5.407
H 2.998 2.904 -5.308
H 1.793 3.603 -6.465
H 1.378 2.991 -3.674
H 3.845 4.388 -3.616
C -0.571 -1.662 5.168
C -2.076 -1.378 5.288
O -2.727 -1.109 4.025
O 0.182 -0.545 4.735
H -0.367 -2.551 4.571
H -0.165 -1.818 6.168
H -2.100 -0.475 5.898
H -2.557 -2.233 5.764
H -3.510 -1.664 3.990
H -0.298 -0.245 3.959
C 2.721 -3.238 -3.501
C 1.681 -4.262 -3.044
O 2.006 -5.620 -3.146
O 2.938 -3.086 -4.870
H 3.659 -3.572 -3.057
H 2.489 -2.266 -3.065
H 0.816 -4.069 -3.679
H 1.421 -4.114 -1.996
H 1.921 -5.946 -2.246
H 2.412 -2.356 -5.205
C 2.446 -4.756 0.694
C 3.991 -4.617 0.703
O 4.607 -5.692 1.445
O 2.030 -5.846 -0.158
H 2.072 -3.853 0.211
H 1.993 -4.889 1.676
H 4.360 -3.704 1.170
H 4.365 -4.636 -0.321
H 4.746 -5.333 2.325
H 2.155 -6.668 0.322
C -4.815 2.117 -3.013
C -3.697 1.607 -3.985
O -2.376 1.845 -3.490
O -5.012 3.481 -3.251
H -4.395 2.001 -2.014
H -5.721 1.553 -3.239
H -3.836 2.021 -4.983
H -3.824 0.544 -4.193
H -2.175 2.760 -3.699
H -5.834 3.738 -2.827
C 0.608 -0.240 -5.331
C -0.442 0.641 -6.115
O -1.523 -0.163 -6.551
O 1.319 -1.063 -6.249
H 0.142 -0.843 -4.552
H 1.322 0.375 -4.785
H 0.127 1.210 -6.851
H -0.855 1.369 -5.416
H -1.983 -0.630 -5.849
H 0.855 -1.111 -7.088

The following is a DFT calculation (the ωB97M-V functional and the def2-TZVPD basis) of 2 unconnected molecules or ions with the total composition C9H11BrNO in a non-equilibrium geometry.

energy above the lowest of the compared OMol25 structures with the same formula, charge and spin	32.87	kJ/mol
net charge	+1

Cartesian coordinates (Å):
C 3.487 1.007 -0.144
C 2.788 1.012 1.028
C 2.811 0.928 -1.345
C 1.397 0.642 1.035
C 1.500 0.560 -1.345
C 0.857 0.201 -0.188
C -2.321 -1.485 0.426
C -2.292 -1.394 -1.145
C -0.414 -0.551 -0.278
N -1.028 -1.041 0.831
O -0.959 -0.795 -1.406
Br -1.730 1.987 0.346
H 4.534 1.147 -0.082
H 3.310 1.162 1.959
H 3.117 1.217 -2.340
H 0.828 0.814 1.880
H 0.890 0.463 -2.161
H -3.119 -0.859 0.904
H -2.669 -2.514 0.758
H -2.324 -2.298 -1.625
H -3.023 -0.780 -1.571
H -1.630 2.788 -0.763
H -0.948 -0.553 1.677

The following is a DFT calculation (the ωB97M-V functional and the def2-TZVPD basis) of C12H14N4O2S in the gas phase in a non-equilibrium geometry.

energy above the lowest of the compared OMol25 structures with the same formula, charge and spin	0.00	kJ/mol
SMILES	Cc1cc(NS(=O)(=O)c2ccc(N)cc2)nc(C)n1

Cartesian coordinates (Å):
C -2.472 -0.764 2.554
C -2.282 -0.167 1.197
N -3.028 -0.667 0.212
C -2.876 -0.158 -0.998
N -2.023 0.805 -1.325
C -1.274 1.310 -0.348
C -1.369 0.848 0.965
H -0.776 1.291 1.746
N -0.414 2.320 -0.694
S 1.054 2.614 0.089
O 0.798 2.948 1.456
O 1.714 3.569 -0.748
C 1.865 1.036 -0.006
C 2.040 0.271 1.132
C 2.652 -0.961 1.038
C 3.095 -1.440 -0.201
C 2.907 -0.647 -1.341
C 2.295 0.584 -1.240
H 2.159 1.212 -2.106
H 3.249 -1.009 -2.299
N 3.653 -2.683 -0.306
H 4.152 -2.908 -1.149
H 3.971 -3.132 0.535
H 2.798 -1.565 1.921
H 1.708 0.663 2.080
H -0.428 2.570 -1.671
C -3.739 -0.700 -2.089
H -4.638 -0.091 -2.167
H -3.212 -0.654 -3.037
H -4.031 -1.719 -1.856
H -1.851 -1.654 2.648
H -3.509 -1.066 2.679
H -2.190 -0.058 3.329

The following is a DFT calculation (the ωB97M-V functional and the def2-TZVPD basis) of 3 unconnected molecules or ions with the total composition C3H6O.

energy above the lowest of the compared OMol25 structures with the same formula, charge and spin	609.97	kJ/mol

Cartesian coordinates (Å):
C 1.194 -0.569 -0.020
C 0.082 0.300 0.168
C -1.353 0.241 0.376
O -0.408 0.705 1.375
H 2.060 -0.193 -0.552
H 0.556 -0.213 -1.478
H 1.450 -1.241 0.810
H 0.253 0.668 -1.269
H -2.007 1.008 -0.037
H -1.828 -0.707 0.627

The following is a DFT calculation (the ωB97M-V functional and the def2-TZVPD basis) of 2 unconnected molecules or ions with the total composition C3H11NOS in a non-equilibrium geometry.

energy above the lowest of the compared OMol25 structures with the same formula, charge and spin	130.66	kJ/mol
SMILES	NCCCS.O

Cartesian coordinates (Å):
C 0.655 -0.047 -0.562
C -0.664 -0.220 -1.252
C -1.794 0.245 -0.241
S -3.515 -0.033 -0.946
N 1.830 -0.684 -1.272
H 0.855 0.957 -0.382
H 0.646 -0.362 0.493
H -0.897 -1.255 -1.233
H -0.824 0.171 -2.267
H -1.741 -0.534 0.598
H -1.668 1.199 0.115
H -4.233 0.382 0.199
H 2.653 -0.529 -0.754
H 1.871 -1.719 -1.401
H 1.706 1.132 2.460
H 2.505 0.544 3.688
O 2.613 0.755 2.759

The following is a DFT calculation (the ωB97M-V functional and the def2-TZVPD basis) of a molecular structure, C5HAgO3 in a non-equilibrium geometry.

E	-563.3076	hartree
net charge	-2

Cartesian coordinates (Å):
O 1.028 -0.456 1.497
O -1.451 2.276 1.600
C 0.617 -1.256 0.677
O 0.488 -2.105 -1.608
C 0.146 -1.188 -0.631
C -0.647 -0.102 -0.861
C -1.531 1.230 -0.187
C -0.453 1.676 -0.805
H 1.270 -2.581 -1.300
Ag 0.533 2.506 1.618

The following is a DFT calculation (the ωB97M-V functional and the def2-TZVPD basis) of C4H5NO in the gas phase.

energy above the lowest of the compared OMol25 structures with the same formula, charge and spin	456.12	kJ/mol

Cartesian coordinates (Å):
O -0.198 0.111 -1.587
C -1.149 -0.174 -0.718
C -0.866 -0.905 0.404
C 0.888 0.429 0.643
C 0.990 0.615 -0.777
N 1.998 1.213 -1.056
H -2.082 0.382 -0.833
H -0.105 -1.677 0.372
H -1.622 -1.008 1.178
H 1.569 -0.263 1.130
H 0.577 1.279 1.245

The following is a DFT calculation (the ωB97M-V functional and the def2-TZVPD basis) of 4 unconnected molecules or ions with the total composition C4H17NO4 in a non-equilibrium geometry.

energy above the lowest of the compared OMol25 structures with the same formula, charge and spin	105.41	kJ/mol
SMILES	COC[C@H](C)N.O.O.O

Cartesian coordinates (Å):
O 2.483 0.499 3.855
H 2.193 -0.325 3.463
H 3.438 0.458 3.821
O 1.623 -1.905 2.716
H 2.245 -2.631 2.680
H 1.002 -2.085 2.011
O 1.406 -3.803 0.513
H 1.673 -4.163 -0.332
H 0.476 -3.601 0.404
C -2.941 0.735 -1.756
C -1.816 1.760 -1.656
C -0.871 1.391 -0.486
O -0.116 0.261 -0.895
C 1.008 0.001 -0.048
N -1.064 1.912 -2.867
H -3.492 0.663 -0.819
H -2.634 -0.292 -1.953
H -3.678 0.945 -2.531
H -2.227 2.762 -1.535
H -1.352 1.198 0.473
H -0.402 2.359 -0.309
H 0.609 -0.382 0.891
H 1.647 0.826 0.265
H 1.703 -0.702 -0.509
H -0.622 2.814 -2.761
H -0.290 1.307 -2.633